Entry 1:
The following is a quantum chemistry calculation of a 2-piece molecular cluster, C10H11BrO2S overall, from OMol25.

```
25
C10H11BrO2S ωB97M-V with the def2-TZVPD basis set
C 0.0429 -1.5849 -1.4702
C 0.5671 -0.7874 0.7078
C -1.0638 -2.2152 -0.9309
C -0.5184 -1.5231 1.1938
C 0.8638 -0.7724 -0.6053
C -1.3883 -2.2579 0.4141
C 1.9734 0.1502 -1.2280
C -2.6504 -2.8331 0.9576
C -0.4807 2.2139 -0.4339
C 1.6976 1.5440 -1.1060
O 2.8832 -0.2707 -1.8935
O 0.7102 2.2945 -0.8700
S 1.5049 4.7362 1.8862
Br 2.9883 2.8865 -1.8955
H 0.2658 -1.5736 -2.4791
H 1.2258 -0.1891 1.5172
H -1.6469 -2.7688 -1.6972
H -0.7821 -1.4102 2.3297
H -3.0472 -3.2843 0.0529
H -2.4152 -3.5942 1.7547
H -3.3053 -2.0194 1.4552
H -0.9091 1.2936 -0.1606
H -0.9608 3.2260 -0.4820
H 1.6483 3.7907 0.9761
H 2.7970 4.9488 2.0067
```

Summary:
- HOMO (spin up / spin down): -8.5 / -8.5 eV
- 2S+1: 1
- Energy relative to the best compared isomer or geometry (same formula, charge and spin): 24.9 kcal/mol
- Gap between HOMO and LUMO (spin up / spin down): 7.542 / 7.916 eV
- E: -95516.1611 eV
- E_LUMO (spin up / spin down): -0.9864 / -0.5890 eV


Entry 2:
The following is a quantum chemistry calculation of a 2-piece molecular cluster, C10H11F2N2O overall, from OMol25.

```
26
C10H11F2N2O ωB97M-V with the def2-TZVPD basis set
C -2.5847 0.5470 1.2961
C -3.5200 -0.1555 0.5339
C -1.2390 0.2712 1.2096
C -3.0647 -1.1525 -0.3399
C -0.7746 -0.6982 0.2649
C -1.7522 -1.4479 -0.4965
C 2.9255 -0.9161 0.2938
C 0.5316 1.5895 -2.2718
C 0.6031 -1.0003 0.0891
C 0.4656 2.1347 -1.1206
N 1.6066 -0.5387 0.7670
N 3.8713 -0.3491 1.0882
O 2.9882 -1.6882 -0.6190
F -1.4069 -2.4403 -1.2993
F 1.4735 1.9177 -0.2339
H -2.7624 1.3174 2.0933
H -4.5893 0.0237 0.5696
H -0.6206 0.8729 1.8533
H -3.8659 -1.7366 -0.8903
H -0.4446 1.3688 -2.7308
H 1.4402 1.0172 -2.4927
H 0.9346 -1.5796 -0.7840
H -0.3695 2.7789 -0.7730
H 1.4904 -0.2667 1.7345
H 3.7890 0.6739 1.3352
H 4.8749 -0.5431 0.9235
```

Summary:
- HOMO: -13.4 eV
- 2S+1: 1
- Energy relative to the best compared isomer or geometry (same formula, charge and spin): 0.0 kcal/mol
- Charge: +1
- Gap between HOMO and LUMO: 8.019 eV
- E: -21003.1607 eV
- E_LUMO: -5.3624 eV


Entry 3:
The following is a quantum chemistry calculation of the molecule C10H11N, from OMol25.

```
22
C10H11N ωB97M-V with the def2-TZVPD basis set
C -3.0965 -0.9406 0.1400
C -1.4645 -0.5614 0.0813
C -0.4292 -1.5056 0.0668
N 0.7619 -0.8998 -0.0001
C 2.0541 -1.4803 0.0377
C 3.1089 -0.6468 0.3495
C 3.0345 0.7604 0.0699
C 1.8224 1.2990 -0.2140
C 0.6480 0.5022 -0.1538
C -0.7331 0.6305 -0.0301
C -1.4675 1.9396 -0.3356
H -3.1953 -1.6504 0.9154
H -3.3460 -1.3086 -0.8154
H -3.6143 -0.0329 0.2125
H -0.3746 -2.5295 0.0837
H 1.9379 -2.5515 0.2208
H 3.9569 -1.1090 0.6656
H 3.8413 1.3883 0.3778
H 1.7130 2.3895 -0.2935
H -0.9543 2.7808 -0.4558
H -2.2869 2.0124 0.3973
H -1.9169 1.5136 -1.3203
```

Summary:
- HOMO: -7.1 eV
- 2S+1: 1
- Energy relative to the best compared isomer or geometry (same formula, charge and spin): 42.5 kcal/mol
- Gap between HOMO and LUMO: 7.908 eV
- E: -12036.1476 eV
- E_LUMO: 0.8141 eV
- SMILES string: Cc1cn2ccccc2c1C


Entry 4:
The following is a quantum chemistry calculation of a 2-piece molecular cluster, C10H11N2O2 overall, from OMol25.

```
25
C10H11N2O2 ωB97M-V with the def2-TZVPD basis set
C 2.6126 -0.5234 1.1526
C 2.7535 0.8814 1.2096
C 1.8685 -1.2175 0.1919
C 1.8932 1.6556 0.4842
C 1.1027 -0.5084 -0.7043
C 1.0498 0.9215 -0.4520
C 0.1273 -0.7265 -1.8090
C -2.0683 -0.1979 1.2293
C 0.2027 1.5575 -1.3935
C -3.3615 0.1947 1.7919
N -0.2278 0.4710 -2.2849
N -0.1783 -1.8951 -2.3187
O -0.0316 2.7012 -1.5756
O -1.8336 -0.2817 0.0044
H 3.4173 -1.1477 1.6124
H 3.4063 1.1684 1.9569
H 1.8189 -2.3654 0.2077
H 1.9172 2.7036 0.5908
H -1.3830 -0.5784 1.9803
H -3.7446 0.9450 1.1252
H -3.4321 0.5525 2.8711
H -4.2506 -0.5602 1.8172
H -1.0440 0.8399 -2.7940
H 0.4442 -2.6835 -2.0598
H -1.0589 -1.9063 -2.8336
```

Summary:
- HOMO: -13.3 eV
- 2S+1: 1
- Energy relative to the best compared isomer or geometry (same formula, charge and spin): 0.0 kcal/mol
- Charge: +1
- Gap between HOMO and LUMO: 8.416 eV
- E: -17616.1126 eV
- E_LUMO: -4.8545 eV


- Which value of E does entry 4 give?
  -17616.1126 eV


- Which value of energy relative to the best compared isomer or geometry (same formula, charge and spin) does entry 4 give?
  0.0 kcal/mol


Please write out number 2 again, unchanged.
The following is a quantum chemistry calculation of a 2-piece molecular cluster, C10H11F2N2O overall, from OMol25.

```
26
C10H11F2N2O ωB97M-V with the def2-TZVPD basis set
C -2.5847 0.5470 1.2961
C -3.5200 -0.1555 0.5339
C -1.2390 0.2712 1.2096
C -3.0647 -1.1525 -0.3399
C -0.7746 -0.6982 0.2649
C -1.7522 -1.4479 -0.4965
C 2.9255 -0.9161 0.2938
C 0.5316 1.5895 -2.2718
C 0.6031 -1.0003 0.0891
C 0.4656 2.1347 -1.1206
N 1.6066 -0.5387 0.7670
N 3.8713 -0.3491 1.0882
O 2.9882 -1.6882 -0.6190
F -1.4069 -2.4403 -1.2993
F 1.4735 1.9177 -0.2339
H -2.7624 1.3174 2.0933
H -4.5893 0.0237 0.5696
H -0.6206 0.8729 1.8533
H -3.8659 -1.7366 -0.8903
H -0.4446 1.3688 -2.7308
H 1.4402 1.0172 -2.4927
H 0.9346 -1.5796 -0.7840
H -0.3695 2.7789 -0.7730
H 1.4904 -0.2667 1.7345
H 3.7890 0.6739 1.3352
H 4.8749 -0.5431 0.9235
```

Summary:
- HOMO: -13.4 eV
- 2S+1: 1
- Energy relative to the best compared isomer or geometry (same formula, charge and spin): 0.0 kcal/mol
- Charge: +1
- Gap between HOMO and LUMO: 8.019 eV
- E: -21003.1607 eV
- E_LUMO: -5.3624 eV